Here is a molecular structure, C29H29CoN4O7S from the OMol25 dataset. Energies are from ωB97M-V with the def2-TZVPD basis set.

Summary:
* spin multiplicity: 1
* HOMO energy (spin up / spin down): -0.294 / -0.294 Eh
* relative energy (zero: lowest compared OMol25 entry of this formula, charge and spin): 19.9 kJ/mol
* HOMO-LUMO gap (spin up / spin down): 5.764 / 5.846 eV

XYZ file:
```
71
C29H29CoN4O7S ωB97M-V with the def2-TZVPD basis set
Co 0.132 -0.823 -0.375
O -0.241 1.966 -6.523
C 0.809 1.532 -6.026
O 1.974 1.463 -6.446
C 0.625 0.933 -4.605
C 1.713 0.375 -3.937
C 1.510 -0.175 -2.692
N 0.291 -0.179 -2.140
C -0.760 0.368 -2.751
C -0.627 0.931 -4.001
C -1.977 0.242 -1.930
C -3.219 0.713 -2.306
C -4.301 0.471 -1.474
C -4.112 -0.248 -0.306
C -2.838 -0.688 0.008
N -1.794 -0.437 -0.776
C 2.497 -0.873 -1.845
C 3.853 -0.937 -2.095
C 4.643 -1.708 -1.257
C 4.061 -2.399 -0.204
C 2.702 -2.266 0.010
N 1.944 -1.514 -0.791
H 2.669 0.388 -4.442
H -1.448 1.374 -4.550
H -3.329 1.256 -3.233
H -5.284 0.834 -1.744
H -4.931 -0.472 0.361
H -2.633 -1.263 0.892
H 4.272 -0.391 -2.927
H 5.709 -1.771 -1.428
H 4.648 -3.018 0.459
H 2.193 -2.743 0.837
C 0.816 6.045 4.461
C 0.843 5.058 3.328
C 2.051 4.579 2.830
C 2.082 3.689 1.768
C 0.888 3.276 1.200
C -0.331 3.742 1.675
C -0.345 4.627 2.737
S 0.898 2.140 -0.147
O 2.239 2.103 -0.682
O -0.188 2.476 -1.030
N 0.511 0.739 0.584
C 1.284 0.383 1.772
C 0.833 -1.000 2.205
O 1.122 -1.477 3.279
O 0.153 -1.643 1.283
H 1.727 5.990 5.056
H -0.036 5.868 5.118
H 0.730 7.063 4.077
H 2.980 4.909 3.277
H 3.018 3.323 1.368
H -1.249 3.415 1.204
H -1.291 4.996 3.114
H 1.094 1.087 2.584
H 2.368 0.353 1.600
C -2.214 -5.399 -0.809
C -1.222 -4.552 -0.033
O -1.866 -3.532 0.709
C -2.085 -3.906 2.067
C -2.679 -2.771 2.868
H -1.703 -6.208 -1.333
H -2.744 -4.792 -1.543
H -2.950 -5.842 -0.137
H -0.527 -4.058 -0.721
H -0.620 -5.177 0.636
H -1.129 -4.201 2.513
H -2.754 -4.776 2.094
H -2.103 -1.859 2.723
H -2.628 -3.019 3.928
H -3.726 -2.596 2.613
```